No. 1
A single C3H3FS2 molecule. Source: OMol25; level of theory: ωB97M-V with the def2-TZVPD basis set.

XYZ file:
```
9
Properties=species:S:1:pos:R:3:forces:R:3
C 0.397 0.690 0.117 0.8 -0.7 -1.0
C -0.866 1.039 -0.024 -0.7 -4.2 0.1
C 0.839 -0.749 -0.034 -5.2 0.8 -0.1
F -1.446 2.156 0.127 -0.8 1.9 -0.1
S -2.145 -0.615 -0.364 1.0 3.6 -0.2
S -0.732 -1.843 0.294 2.3 -0.5 0.7
H 1.276 1.336 0.135 -0.7 0.5 0.3
H 1.197 -1.032 -0.951 1.0 -0.3 -2.4
H 1.480 -0.982 0.700 2.3 -1.1 2.7
```
Positions in Å, forces in eV/Å.

Values from the calculation:
- Kohn-Sham gap (eV) = 8.4
- LUMO level (eV) = 0.379
- spin multiplicity = 1
- relative energy (zero: lowest compared OMol25 entry of this formula, charge and spin) (kcal/mol) = 26.6

No. 2
A single C4H7NO molecule. Source: OMol25; level of theory: ωB97M-V with the def2-TZVPD basis set.

XYZ file:
```
13
Properties=species:S:1:pos:R:3:forces:R:3
O 2.040 0.677 0.127 0.0 0.0 0.3
C 0.886 0.230 -0.520 -0.1 -0.1 -0.3
C 0.265 -1.146 -0.117 0.1 -0.1 0.0
C -1.080 -0.436 -0.002 -0.2 -0.3 -0.1
N -0.897 0.520 1.100 -0.1 0.1 0.1
C -0.470 0.890 -0.260 0.0 0.3 -0.2
H 1.916 0.508 1.069 0.0 0.2 0.0
H 1.101 0.259 -1.592 0.0 0.0 0.1
H 0.618 -1.529 0.846 0.0 0.0 -0.2
H 0.354 -1.919 -0.883 0.0 0.1 0.1
H -2.060 -0.801 -0.290 0.2 0.1 0.1
H -1.789 0.983 1.271 0.2 0.0 0.0
H -0.886 1.766 -0.748 0.1 -0.1 0.1
```
Positions in Å, forces in eV/Å.

Values from the calculation:
- Kohn-Sham gap (eV) = 10.4
- LUMO level (eV) = 1.065
- spin multiplicity = 1
- relative energy (zero: lowest compared OMol25 entry of this formula, charge and spin) (kcal/mol) = 61.6

These records have HOMO level values of -0.2934, -0.3417 Ha, in the order they appear.